# 1
Density functional theory data (the ωB97M-V functional and the def2-TZVPD basis) for a cluster of 15 separate species, H31O15 in total at a distorted geometry.

Positions of all 46 atoms, in Å:
O 0.0200 3.6191 1.8360
O 1.8917 -2.4969 3.3751
O -0.9017 -2.4152 0.8427
O -0.0397 3.3080 -0.6586
O 0.3023 -2.6782 -3.2486
O -3.7083 2.2396 0.1961
O 2.2642 0.5948 -0.9363
O 3.0512 -1.1392 0.9976
O -0.0803 0.6967 -1.6708
O 2.3471 3.1570 -0.1275
O -1.3740 1.5934 0.2176
O 1.4354 -2.8580 -0.7454
O 1.9379 0.3704 -4.3647
O -3.6080 -2.4652 0.6097
O -2.7341 0.2272 2.8304
H -3.5903 -2.8086 1.4382
H -4.0670 1.4435 -0.0564
H -0.4156 -0.1358 -1.9114
H 2.7455 0.3737 -1.6494
H 2.7293 -1.1201 1.8017
H 0.7747 2.8234 -1.0849
H 3.0188 3.0429 0.6490
H 1.6963 -2.0438 2.6416
H 1.9126 -3.3701 3.1292
H 0.4538 -2.6902 -0.7304
H 0.8164 3.7744 2.3029
H 2.2343 2.2224 -0.3874
H -2.1814 -0.2744 2.2209
H 1.7165 -2.7024 -1.6110
H -3.8520 -3.2320 0.1003
H 2.0088 -0.3236 -3.6691
H -0.5546 2.7243 0.1303
H 0.6512 -2.9793 -4.0603
H 3.9801 -1.1204 1.0576
H -1.5089 0.7443 -0.3269
H -0.5547 -3.0029 -2.9594
H -3.3009 -0.6108 3.1477
H -4.0005 2.8292 0.9097
H 2.5549 -0.1472 -0.2197
H -2.2466 2.0865 0.3752
H -1.9048 -2.3587 0.7051
H -0.7344 3.0468 2.1612
H 1.0739 0.5692 -3.9866
H -0.6857 -3.1445 1.5159
H 0.3843 0.5033 -0.8404
H 0.0423 4.1269 0.0532

The calculation puts the energy above the lowest of the compared OMol25 structures with the same formula, charge and spin at 619.7 kJ/mol. For the frontier orbital gap, the calculation gives 10.418 eV. The value obtained for the HOMO energy is -13.38 eV. The total charge is +1.

***

# 2
Density functional theory data (the ωB97M-V functional and the def2-TZVPD basis) for a structure of composition C21H22BF9MoN8O.

Positions of all 63 atoms, in Å:
Mo 0.9764 0.4849 0.4566
F 5.3621 0.8203 2.7577
F 3.9547 3.1862 3.7109
F 4.9820 1.4636 0.0311
F 1.9017 2.5262 3.4466
F 3.9373 -0.4348 1.6936
F 3.4381 0.3585 3.6331
F 5.3419 3.2132 1.2642
F 2.6981 4.0807 2.1826
F 3.6951 3.1816 -0.1510
O 2.2877 1.4431 1.1397
N -1.8068 0.7831 -1.4982
N -1.4992 -0.6227 0.7343
N -2.6247 -2.8394 -1.0259
N -0.3243 -0.4900 1.4804
N 0.9698 -0.7196 -1.0856
N -1.0700 1.8947 -1.1869
N -0.2775 -1.2433 -1.4264
N -2.7851 -1.4835 -1.2312
C -4.8229 -2.3287 -1.1046
C -2.3498 1.0171 -2.7069
C -2.0031 2.2770 -3.1503
C -3.8368 -3.3540 -0.9770
C -0.5618 4.1684 -2.0907
C -4.0663 -4.8151 -0.8044
C -0.0672 -2.2472 -2.2667
C 4.0937 0.6279 2.5105
C -0.4131 2.0507 0.0770
C 3.0082 2.9664 2.8314
C 0.5094 -0.9303 3.8005
C 1.3082 -2.4017 -2.5040
C 1.9425 -1.4540 -1.7524
C 3.3861 -1.1603 -1.5634
C -0.5543 -0.9641 2.7682
C -4.1305 -1.1703 -1.2384
C -2.3928 -1.1892 1.5380
C 3.4746 1.8805 1.8069
C 4.4219 2.4653 0.7095
C -1.8504 -1.3894 2.8189
C -1.1894 2.8246 -2.1703
B -1.6363 -0.6400 -0.8908
H 3.9023 -1.2023 -2.5222
H -2.9410 0.2572 -3.1924
H -3.1986 -5.3827 -1.1324
H -4.4852 -0.1582 -1.3538
H 3.8455 -1.9067 -0.9124
H -4.9387 -5.1373 -1.3691
H -5.8932 -2.4516 -1.1156
H 0.1487 2.9855 0.0588
H 0.1699 -1.4441 4.6965
H 3.5565 -0.1701 -1.1376
H -4.2505 -5.0512 0.2450
H -0.7709 4.7182 -3.0047
H -0.9085 -2.8138 -2.6373
H -3.3723 -1.4552 1.1616
H -2.3560 -1.8205 3.6677
H 1.4154 -1.4258 3.4448
H 0.5228 4.1030 -1.9815
H 1.7675 -3.1340 -3.1479
H -2.3118 2.7508 -4.0669
H 0.7554 0.0976 4.0765
H -1.1172 2.0608 0.9121
H -0.9673 4.7439 -1.2559

For the frontier orbital gap (alpha / beta), the calculation gives 4.959 / 5.329 eV. The value obtained for the HOMO energy (alpha / beta) is -17.57 / -17.57 eV. The total charge is +3. Its multiplicity is 2.

***

# 3
Density functional theory data (the ωB97M-V functional and the def2-TZVPD basis) for the molecule C26H49IN2O6 at a distorted geometry.

Positions of all 84 atoms, in Å:
I -1.0032 -3.6256 -2.1183
O 2.3973 -0.3031 -5.8853
O -0.9810 0.4279 -0.5555
O -2.2790 -0.4017 4.6958
O 3.4521 -2.2280 -6.0850
O -1.0834 3.3382 -1.6543
O -3.8814 -1.8591 4.1791
N -3.1488 2.7100 -0.9656
N 0.3563 0.7200 -2.8906
C -3.2053 -0.6948 4.0285
C 4.0155 0.9052 0.8788
C 5.3185 0.7585 0.0578
C 0.8206 1.1164 1.0348
C 1.7480 1.6078 -0.0807
C 1.2348 0.1748 -5.1770
C -1.3034 -1.9754 -0.7264
C -1.4025 0.3851 1.8830
C 5.2557 -1.8141 -0.0967
C -3.0909 -3.0678 4.1195
C 0.1817 -2.9064 1.1922
C 3.1058 2.0849 0.4529
C -2.8983 0.1566 1.6542
C 1.5021 0.7510 -3.7748
C 5.3324 -0.4740 -0.8578
C -0.6879 1.0606 0.7053
C -3.7621 0.1769 2.9312
C -1.2270 2.5391 0.5819
C -1.7865 2.9224 -0.7760
C -4.0104 3.3443 0.0565
C -0.3810 -0.7770 -1.0315
C -1.2235 -2.6128 0.6676
C -2.3574 -3.4105 5.4209
C 3.0190 -1.3838 -5.3971
C -3.5753 3.0561 -2.3237
C -0.1583 -0.5870 -2.5560
H 3.4425 -0.0290 0.7902
H -3.0841 -0.7821 1.1194
H -3.8175 1.2031 3.3211
H -3.4665 4.0804 0.6561
H 6.1917 0.7110 0.7221
H 3.6079 2.6764 -0.3230
H 6.1823 -2.3875 -0.2015
H 4.2647 0.9993 1.9432
H -2.3273 -1.6482 -0.9401
H -2.7977 -4.2875 5.9055
H 4.4854 -0.3915 -1.5541
H -4.8185 3.8786 -0.4505
H -4.4643 2.6051 0.7245
H 0.4837 -0.6243 -5.1472
H 1.1406 0.1234 1.3830
H -3.0148 2.4624 -3.0505
H 0.8433 0.9696 -5.8199
H -4.7769 -0.1546 2.6954
H 0.7161 -3.6010 0.5350
H -0.3658 1.3562 -3.1982
H 0.5966 -0.9766 -0.5757
H -3.4226 4.1208 -2.5510
H -2.3912 -2.9905 3.2779
H 1.8143 1.7982 -3.8794
H 0.5834 -1.3252 -2.8808
H -4.6376 2.8095 -2.4203
H -1.7648 -1.9903 1.3874
H -0.8889 -0.5389 2.1687
H 2.9367 2.7472 1.3143
H 1.2509 2.3783 -0.6787
H -2.3811 -2.5603 6.1035
H -3.2819 0.9408 0.9930
H -0.3840 3.2222 0.7453
H 1.9437 0.7794 -0.7704
H -1.7745 -3.5606 0.6312
H -3.8118 -3.8487 3.8600
H 2.3399 0.2373 -3.2835
H 3.1380 -1.3900 -4.3023
H -1.2687 1.0589 2.7428
H 4.4412 -2.4506 -0.4592
H -1.1156 -0.8018 -3.0537
H -1.9591 2.7232 1.3715
H 0.9226 1.7825 1.9042
H 0.7873 -1.9987 1.2895
H 0.1193 -3.3422 2.1962
H 6.2470 -0.4529 -1.4644
H 5.4540 1.6516 -0.5660
H 5.0930 -1.6557 0.9767
H -1.3043 -3.6412 5.2255

The calculation puts the energy above the lowest of the compared OMol25 structures with the same formula, charge and spin at 0.0 kJ/mol. For the frontier orbital gap, the calculation gives 9.160 eV. The value obtained for the HOMO energy is -8.74 eV. The total charge is 0. As for the SMILES: CCCCCCC[C@@](CCCC(=O)OCC)(CC(=O)N(C)C)O[C@H](CNCCOC=O)[C@@H](I)CC.